1.
The following is a DFT calculation (ωB97M-V/def2-TZVPD) of 5 unconnected molecules or ions with the total composition C5H5Cl15 at a distorted geometry.

Structure (XYZ):
```
25
Properties=species:S:1:pos:R:3
Cl 5.870 -2.481 2.999
C 5.394 -2.104 1.327
Cl 3.728 -2.576 1.061
Cl 6.470 -2.885 0.142
H 5.435 -1.028 1.233
Cl 0.792 3.813 -4.150
C 0.758 2.217 -3.390
Cl 2.244 1.311 -3.773
Cl -0.635 1.307 -3.981
H 0.707 2.317 -2.315
Cl -5.402 -0.865 -0.358
C -4.090 -1.979 -0.717
Cl -3.106 -1.438 -2.008
Cl -4.729 -3.642 -1.010
H -3.477 -2.120 0.165
Cl 0.195 -0.070 -0.999
C 0.345 -0.996 0.487
Cl -0.694 -2.422 0.416
Cl -0.115 0.021 1.845
H 1.391 -1.275 0.518
Cl -1.597 3.810 1.106
C -2.102 2.896 2.545
Cl -3.532 1.902 2.211
Cl -2.544 4.064 3.833
H -1.305 2.222 2.816
```

Summary:
Energy relative to the best compared isomer or geometry (same formula, charge and spin)   37.9 kJ/mol
Total charge   0
Structure (SMILES)   ClC(Cl)Cl.ClC(Cl)Cl.ClC(Cl)Cl.ClC(Cl)Cl.ClC(Cl)Cl
F_max   1.4 eV/Å
Highest occupied orbital energy   -11.08 eV
Orbital gap   11.3 eV
Electronic energy   -193101.860 eV

2.
The following is a DFT calculation (ωB97M-V/def2-TZVPD) of 2 unconnected molecules or ions with the total composition C5H5I2NO2 at a distorted geometry.

Structure (XYZ):
```
15
Properties=species:S:1:pos:R:3
C 0.664 -0.006 1.589
C 1.502 0.081 0.108
C -1.422 -0.094 0.442
C -0.750 -0.691 -0.751
C 0.677 -0.285 -0.913
N -0.686 0.129 1.564
O -2.623 -0.085 0.475
O 1.051 -0.102 -2.160
I 3.552 0.131 0.111
I -0.916 2.954 -0.288
H 1.344 0.083 2.438
H -0.686 -1.771 -0.463
H -1.334 -0.624 -1.653
H -0.924 0.439 2.470
H 0.550 -0.159 -2.970
```

Summary:
Energy relative to the best compared isomer or geometry (same formula, charge and spin)   0.0 kJ/mol
Spin multiplicity   3
Total charge   0
F_max   6.7 eV/Å
Highest occupied orbital energy (alpha / beta)   -6.88 / -8.51 eV
⟨S²⟩   2.02
Orbital gap (alpha / beta)   7.3 / 5.4 eV
Electronic energy   -27048.689 eV

3.
The following is a DFT calculation (ωB97M-V/def2-TZVPD) of a single C30H28FN3O3S molecule at a distorted geometry.

Structure (XYZ):
```
66
Properties=species:S:1:pos:R:3
C 2.632 -1.399 3.373
C 1.195 -1.683 3.050
C 0.176 -0.970 3.695
C -1.166 -1.236 3.422
C -1.476 -2.232 2.495
S -3.177 -2.733 2.259
N -3.153 -3.716 3.526
C -4.288 -4.430 3.774
O -4.735 -5.430 3.232
O -4.028 -1.574 2.492
O -3.231 -3.398 0.984
C -0.479 -2.965 1.846
C 0.854 -2.681 2.127
H 3.291 -1.998 2.740
H 2.872 -0.341 3.222
H 2.847 -1.637 4.421
H 0.437 -0.203 4.427
H -1.968 -0.700 3.926
H -0.751 -3.754 1.149
H 1.643 -3.250 1.631
F -8.794 -2.692 0.715
C -8.968 -2.437 2.115
C -10.196 -1.514 2.270
C -11.082 -1.304 1.211
C -12.201 -0.488 1.392
C -12.434 0.127 2.625
C -11.552 -0.088 3.689
C -10.447 -0.931 3.513
C -9.160 -3.814 2.756
C -10.323 -4.146 3.450
C -10.443 -5.409 4.044
C -9.425 -6.353 3.898
C -8.288 -6.035 3.148
C -8.170 -4.782 2.549
C -7.663 -1.707 2.546
C -7.468 -0.418 1.704
C -7.568 0.769 2.647
C -7.446 0.226 4.067
N -7.572 -1.249 3.980
C -6.883 -2.022 4.897
C -5.610 -1.626 5.412
C -4.630 -2.580 5.318
N -4.977 -3.836 4.850
C -6.249 -4.282 5.107
C -7.261 -3.370 5.130
H -10.898 -1.785 0.250
H -12.886 -0.343 0.556
H -13.308 0.765 2.761
H -11.709 0.382 4.660
H -9.780 -1.157 4.345
H -11.132 -3.419 3.530
H -11.343 -5.639 4.614
H -9.512 -7.336 4.364
H -7.478 -6.755 3.016
H -7.305 -4.551 1.923
H -6.828 -2.408 2.356
H -6.459 -0.492 1.278
H -8.188 -0.361 0.882
H -6.768 1.489 2.441
H -8.525 1.292 2.534
H -6.488 0.528 4.505
H -8.241 0.605 4.724
H -5.381 -0.597 5.685
H -3.574 -2.418 5.510
H -6.376 -5.362 5.128
H -8.305 -3.657 5.199
```

Summary:
Total charge   0
F_max   3.0 eV/Å
Highest occupied orbital energy   -8.40 eV
Orbital gap   6.9 eV
Electronic energy   -55727.770 eV